# 1
A molecular structure, C5H7HgO4, computed with wB97M-V/def2-TZVPD.

Geometry as ORCA input:
```
! wB97M-V def2-TZVPD RIJCOSX def2/J DEFGRID3
* xyz 1 1
O 2.223 -0.506 1.583
C 1.602 -0.953 0.583
O 0.532 0.080 0.317
O 1.634 -1.941 -0.081
Hg 1.288 1.202 1.775
C -0.890 0.730 -1.423
C -0.497 -0.235 -0.495
H -0.286 1.638 -1.531
H -1.513 0.363 -2.243
O -4.233 -0.121 0.766
C -3.107 -0.518 0.010
C -2.059 0.582 0.097
H -4.807 -0.879 0.904
H -3.379 -0.688 -1.045
H -2.705 -1.464 0.411
H -1.764 0.730 1.148
H -2.550 1.548 -0.078
*
```

Values from the calculation:
Energy above the lowest of the compared OMol25 structures with the same formula, charge and spin ... 484.6 kJ/mol
E_LUMO (spin up / spin down) ... -7.5 / -6.3 eV
HOMO level (spin up / spin down) ... -12.77 / -14.63 eV
Frontier orbital gap (spin up / spin down) ... 5.2 / 8.3 eV

Mulliken population analysis, charges in e, atoms 1 to 2:
1 O -0.560
2 C 0.702

---

# 2
A single C5H8O molecule, computed with wB97M-V/def2-TZVPD.

Geometry as ORCA input:
```
! wB97M-V def2-TZVPD RIJCOSX def2/J DEFGRID3
* xyz 0 1
C -0.068 1.305 0.268
C 1.161 0.803 0.277
C 1.413 -0.662 0.058
O 0.269 -1.460 0.257
C -0.924 -0.996 -0.340
C -1.283 0.456 0.018
H -0.233 2.365 0.459
H 2.029 1.435 0.457
H 2.146 -1.030 0.785
H 1.853 -0.820 -0.944
H -1.696 -1.672 0.040
H -0.888 -1.119 -1.435
H -1.867 0.891 -0.805
H -1.934 0.491 0.901
*
```

Values from the calculation:
Energy above the lowest of the compared OMol25 structures with the same formula, charge and spin ... 105.4 kJ/mol
E_LUMO ... 1.1 eV
HOMO level ... -9.38 eV
Frontier orbital gap ... 10.4 eV

natural (NBO) population analysis, charges in e, atoms 1 to 2:
1 C -0.181
2 C -0.226

---

# 3
A molecular structure, C2H6F22K3N8O41S18, computed with wB97M-V/def2-TZVPD.

Geometry as ORCA input:
```
! wB97M-V def2-TZVPD RIJCOSX def2/J DEFGRID3
* xyz -7 1
K -16.315 -5.489 17.414
K -17.576 -8.949 12.915
K -16.076 -4.330 13.711
N -18.387 -5.844 15.537
S -19.484 -4.781 15.328
O -19.900 -4.099 16.559
O -20.389 -4.968 14.214
F -18.541 -3.661 14.674
S -19.449 -7.079 15.845
O -19.345 -8.226 14.967
O -20.770 -6.920 16.486
F -18.640 -7.709 17.070
N -10.781 -7.000 10.072
S -11.377 -7.007 11.435
O -10.753 -7.854 12.371
O -12.814 -6.758 11.548
F -10.828 -5.451 11.806
S -11.163 -8.654 9.835
O -12.589 -8.971 9.915
O -10.132 -9.569 10.194
F -10.928 -8.607 8.221
N -21.292 -1.305 10.736
S -22.194 -1.972 9.780
O -23.568 -2.160 10.277
O -21.578 -2.887 8.844
F -22.411 -0.654 8.820
S -20.919 -2.643 11.628
O -19.741 -3.358 11.196
O -22.030 -3.420 12.139
F -20.374 -1.751 12.913
N -15.762 -7.132 9.268
S -15.477 -5.710 9.483
O -16.470 -4.785 8.894
O -14.053 -5.326 9.500
F -15.908 -5.653 11.061
S -15.409 -7.105 7.547
O -14.028 -6.923 7.143
O -16.481 -6.651 6.656
F -15.689 -8.680 7.447
N -20.022 -7.782 9.662
S -20.062 -6.549 10.494
O -19.123 -6.516 11.624
O -21.267 -5.710 10.470
F -19.211 -5.739 9.374
S -21.077 -8.655 10.628
O -22.484 -8.370 10.479
O -20.522 -9.189 11.867
F -20.930 -10.040 9.725
N -17.167 -0.740 9.606
S -15.729 -1.293 9.569
O -15.450 -2.555 10.247
O -14.640 -0.336 9.527
F -15.858 -1.849 8.067
S -17.118 -0.509 11.331
O -16.151 0.480 11.851
O -17.308 -1.719 12.125
F -18.550 0.362 11.340
N -14.008 -7.052 16.200
S -13.041 -7.617 15.141
O -13.559 -8.515 14.142
O -11.627 -7.674 15.477
F -13.109 -6.200 14.280
S -13.675 -8.389 17.192
O -12.601 -8.238 18.214
O -13.936 -9.745 16.654
F -14.934 -8.107 18.157
N -18.455 0.563 16.631
S -18.028 0.390 15.203
O -16.723 0.867 14.911
O -18.991 0.368 14.159
F -17.647 -1.156 15.434
S -18.988 2.137 16.344
O -20.151 2.272 15.497
O -18.047 3.177 16.199
F -19.543 2.410 17.870
C -12.646 -2.431 17.405
F -12.029 -1.548 16.644
F -12.218 -3.640 17.136
F -12.436 -2.298 18.696
S -14.520 -2.358 16.931
O -14.798 -0.971 16.509
O -14.765 -3.430 15.922
O -15.297 -2.730 18.133
C -13.078 -2.103 12.747
F -12.602 -3.063 13.559
F -12.908 -2.429 11.414
F -14.354 -2.004 13.024
S -12.135 -0.458 13.040
O -12.286 0.353 11.810
O -12.702 0.184 14.221
O -10.700 -0.873 13.156
O -13.719 -5.456 18.627
H -12.843 -5.607 18.983
H -13.726 -5.934 17.797
O -15.118 -8.252 11.632
H -15.498 -7.918 10.819
H -14.394 -7.656 11.821
O -16.256 -7.001 14.638
H -17.047 -6.696 15.082
H -15.602 -7.071 15.333
*
```

Values from the calculation:
E_LUMO ... 8.8 eV
HOMO level ... 5.36 eV
Frontier orbital gap ... 3.4 eV

Mulliken population analysis, charges in e, atoms 1 to 2:
1 K 0.726
2 K 0.873

---

# 4
A single C9H8N2O molecule, computed with wB97M-V/def2-TZVPD.

Geometry as ORCA input:
```
! wB97M-V def2-TZVPD RIJCOSX def2/J DEFGRID3
* xyz 0 1
C -3.264 0.199 -0.073
N -1.822 -0.146 -0.077
C -1.483 -1.422 0.040
N -0.171 -1.832 -0.014
C 0.800 -0.843 -0.063
C 2.064 -1.218 -0.026
C 3.123 -0.282 -0.050
C 2.857 1.073 -0.045
C 1.564 1.490 0.067
C 0.503 0.572 -0.054
C -0.905 0.996 -0.012
O -1.250 2.176 -0.011
H -3.208 1.261 -0.703
H -3.872 -0.962 -0.226
H -3.286 0.259 1.050
H -2.397 -2.376 0.041
H 2.394 -2.372 0.070
H 3.830 -0.746 -0.003
H 3.278 1.908 -0.165
H 1.246 2.265 0.253
*
```

Values from the calculation:
Energy above the lowest of the compared OMol25 structures with the same formula, charge and spin ... 694.6 kJ/mol
E_LUMO ... 0.3 eV
HOMO level ... -8.52 eV
Frontier orbital gap ... 8.8 eV

natural (NBO) population analysis, charges in e, atoms 1 to 2:
1 C -0.456
2 N -0.462